{
  "formula": "C4H4N2O",
  "method": "ωB97M-V/def2-TZVPD",
  "elements": ["C", "C", "C", "N", "H", "H", "H", "N", "C", "O", "H"],
  "positions_angstrom": [[1.6052, 0.4096, -0.9541], [0.3463, 0.0470, -1.2804], [-0.1648, -1.1697, -0.6096], [-0.2415, -2.1322, 0.0291], [2.0578, 1.3090, -1.3051], [2.2553, -0.2849, -0.4767], [-0.4069, 0.5928, -1.8234], [-1.8781, -0.1178, 1.8856], [-1.0616, 0.7087, 1.6588], [-0.0922, 1.3311, 1.5828], [-2.4195, -0.6936, 1.2930]],
  "smiles": "C=CC#N.N=C=O",
  "lumo_ev": 0.221,
  "e_homo_ev": -10.457,
  "e_above_lowest_kcal_mol": 36.0
}

{
  "formula": "C6H10O",
  "method": "ωB97M-V/def2-TZVPD",
  "elements": ["C", "C", "O", "C", "C", "C", "C", "H", "H", "H", "H", "H", "H", "H", "H", "H", "H"],
  "positions_angstrom": [[-1.9589, -0.5469, 0.2974], [-0.8356, 0.0228, -0.5542], [-0.5004, 1.3125, -0.0520], [0.8443, 1.5604, -0.4340], [1.5357, 0.2253, -0.3130], [1.0131, -0.7115, 0.8790], [0.4615, -0.7968, -0.4778], [-2.8462, 0.0894, 0.2406], [-1.6546, -0.6136, 1.3476], [-2.2239, -1.5519, -0.0467], [-1.1623, 0.1032, -1.6033], [0.8615, 1.9310, -1.4772], [1.2688, 2.3384, 0.2021], [2.4590, 0.0924, 0.2306], [0.4932, -0.2413, 1.6992], [1.7144, -1.5125, 1.1356], [0.5305, -1.7009, -1.0741]],
  "smiles": "C[C@H]1OC[C@H]2C[C@H]21",
  "lumo_ev": 1.117,
  "e_homo_ev": -8.979,
  "e_above_lowest_kcal_mol": 47.9
}

{
  "formula": "C18H18AuN8",
  "method": "ωB97M-V/def2-TZVPD",
  "elements": ["Au", "C", "C", "C", "C", "C", "C", "N", "C", "C", "C", "C", "C", "N", "C", "C", "C", "C", "C", "C", "N", "H", "H", "H", "H", "H", "H", "H", "H", "H", "H", "H", "H", "H", "H", "H", "N", "N", "N", "C", "N", "N", "H", "H", "H"],
  "positions_angstrom": [[0.3467, 0.2612, 0.0210], [3.1697, -1.5340, 1.1939], [1.9687, -1.8084, 2.0142], [2.0894, -2.5960, 3.1805], [0.9819, -2.7826, 3.9755], [-0.2517, -2.2782, 3.5862], [-0.3356, -1.5801, 2.3792], [0.7862, -1.3216, 1.6858], [-1.6027, -1.2344, 1.7284], [-2.8673, -1.5520, 2.2407], [-3.9888, -1.2811, 1.4705], [-3.8372, -0.7608, 0.1935], [-2.5539, -0.4501, -0.2681], [-1.4965, -0.6724, 0.5192], [-2.2442, 0.0331, -1.6148], [-3.2043, 0.2061, -2.6156], [-2.7706, 0.4299, -3.9162], [-1.4219, 0.4793, -4.2040], [-0.4968, 0.3934, -3.1407], [0.9541, 0.5587, -3.3857], [-0.9477, 0.1937, -1.9168], [3.9923, -1.1661, 1.8078], [2.9561, -0.8341, 0.3890], [3.5203, -2.4732, 0.7616], [3.0574, -2.9962, 3.4447], [1.0684, -3.3440, 4.8963], [-1.1320, -2.4519, 4.1854], [-2.9821, -2.0164, 3.2082], [-4.9733, -1.5200, 1.8491], [-4.7063, -0.6167, -0.4261], [-4.2574, 0.1373, -2.3874], [-3.4978, 0.5531, -4.7138], [-1.0580, 0.6315, -5.2101], [1.1423, 1.0563, -4.3340], [1.4237, -0.4253, -3.4508], [1.4255, 1.1118, -2.5766], [2.3890, 5.0302, -0.7821], [2.3261, 3.8106, -0.3108], [3.0564, 3.4210, 0.7082], [2.7003, 2.1732, 0.8849], [1.7787, 1.8127, -0.0268], [1.5490, 2.8755, -0.7809], [3.0568, 5.6700, -0.3670], [1.8035, 5.3137, -1.5549], [3.0835, 1.5432, 1.6595]],
  "lumo_ev": -13.569,
  "e_homo_ev": -18.216,
  "total_charge": 3
}

| no. | orbital gap (eV) |
| --- | --- |
| 1 | 10.678 |
| 2 | 10.096 |
| 3 | 4.648 |